{"formula": "C40H57IrNO4PS5", "method": "wB97M-V/def2-TZVPD", "elements": ["Ir", "C", "C", "S", "C", "C", "S", "C", "C", "S", "H", "H", "H", "H", "H", "H", "H", "H", "H", "H", "H", "H", "O", "S", "C", "C", "C", "C", "S", "O", "C", "C", "C", "C", "C", "C", "C", "C", "C", "C", "C", "C", "H", "H", "H", "H", "H", "H", "H", "H", "H", "H", "H", "H", "H", "H", "H", "H", "H", "H", "C", "C", "C", "C", "P", "C", "C", "C", "C", "C", "C", "C", "C", "C", "C", "H", "H", "H", "H", "H", "H", "H", "H", "H", "H", "H", "H", "H", "H", "H", "H", "H", "H", "H", "H", "H", "H", "H", "O", "C", "C", "C", "C", "O", "N", "H", "H", "H", "H"], "coordinates": [[-0.565, 0.228, -0.335], [-4.766, 2.627, 3.367], [-3.398, 2.936, 3.960], [-2.100, 1.842, 3.318], [-1.048, 2.933, 2.322], [-1.563, 3.290, 0.942], [-1.759, 2.066, -0.419], [-3.586, 1.953, -0.479], [-4.442, 1.619, 0.736], [-4.981, 3.116, 1.641], [-5.536, 3.159, 3.928], [-4.999, 1.565, 3.454], [-3.423, 2.812, 5.043], [-3.102, 3.967, 3.763], [-0.057, 2.481, 2.307], [-0.935, 3.876, 2.860], [-0.941, 4.060, 0.479], [-2.577, 3.674, 1.053], [-3.769, 1.267, -1.301], [-3.820, 2.955, -0.851], [-3.939, 0.928, 1.407], [-5.334, 1.122, 0.356], [0.813, 0.021, 1.235], [1.741, 0.543, 2.354], [1.000, -0.012, 3.915], [0.923, -1.506, 4.196], [-0.018, -2.283, 3.274], [-1.480, -1.912, 3.495], [-2.467, -1.699, 1.993], [-1.690, -0.612, 1.275], [-2.160, -3.256, 1.180], [-3.041, -4.293, 1.453], [-2.856, -5.518, 0.831], [-1.815, -5.692, -0.072], [-0.947, -4.644, -0.349], [-1.116, -3.423, 0.286], [3.186, -0.499, 2.349], [4.299, 0.006, 3.006], [5.449, -0.767, 3.062], [5.476, -2.013, 2.452], [4.356, -2.498, 1.790], [3.195, -1.741, 1.736], [0.029, 0.491, 3.925], [1.625, 0.503, 4.651], [0.592, -1.602, 5.234], [1.923, -1.941, 4.158], [0.119, -3.354, 3.426], [0.250, -2.077, 2.239], [-1.591, -0.929, 3.957], [-2.023, -2.623, 4.119], [-3.875, -4.142, 2.127], [-3.536, -6.333, 1.038], [-1.684, -6.646, -0.565], [-0.140, -4.778, -1.058], [-0.439, -2.606, 0.082], [4.278, 0.989, 3.462], [6.325, -0.389, 3.570], [6.378, -2.609, 2.488], [4.386, -3.469, 1.317], [2.318, -2.108, 1.224], [-1.149, 1.470, -3.996], [0.167, 2.062, -3.479], [-0.120, 3.530, -3.103], [1.112, 2.075, -4.691], [0.936, 1.127, -1.986], [2.052, -0.255, -2.429], [2.993, -0.207, -3.450], [3.901, -1.246, -3.625], [3.894, -2.337, -2.774], [2.971, -2.385, -1.736], [2.069, -1.353, -1.575], [2.245, 2.279, -1.209], [3.251, 1.416, -0.438], [3.103, 3.081, -2.197], [1.555, 3.241, -0.241], [-1.475, 2.112, -4.816], [-1.946, 1.469, -3.251], [-1.018, 0.471, -4.393], [-0.670, 3.969, -3.938], [0.773, 4.128, -2.969], [-0.745, 3.645, -2.226], [0.659, 2.726, -5.441], [1.198, 1.084, -5.134], [2.100, 2.469, -4.484], [3.042, 0.632, -4.125], [4.616, -1.194, -4.435], [4.600, -3.144, -2.914], [2.955, -3.230, -1.059], [1.360, -1.422, -0.752], [3.971, 0.952, -1.110], [2.791, 0.611, 0.120], [3.798, 2.059, 0.254], [3.652, 2.432, -2.877], [3.851, 3.610, -1.601], [2.571, 3.828, -2.771], [0.969, 2.685, 0.486], [0.901, 3.951, -0.744], [2.306, 3.816, 0.304], [-0.366, -1.080, -3.237], [-1.480, -1.264, -2.797], [-2.537, -2.145, -3.402], [-3.656, -2.131, -2.378], [-3.170, -1.221, -1.274], [-3.830, -1.001, -0.279], [-1.937, -0.673, -1.591], [-2.102, -3.128, -3.580], [-2.823, -1.738, -4.373], [-3.882, -3.103, -1.938], [-4.596, -1.725, -2.754]], "lowdin_charge": [1.0240, -0.5316, -0.4923, 0.9159, -0.4803, -0.4142, 0.8748, -0.4214, -0.4982, 0.9156, 0.0821, 0.0807, 0.0809, 0.0837, 0.0201, 0.1015, 0.0759, 0.0349, 0.0683, 0.0921, 0.0326, 0.0852, -0.6839, 1.0660, -0.2898, -0.1916, -0.2118, -0.2881, 1.0633, -0.6864, -0.3811, -0.0601, -0.0444, -0.0483, -0.0494, -0.0884, -0.4089, -0.0682, -0.0410, -0.0391, -0.0430, -0.0790, 0.0272, 0.1127, 0.1348, 0.1140, 0.1323, 0.0655, 0.0559, 0.1121, 0.1229, 0.1200, 0.1180, 0.1149, 0.0754, 0.1216, 0.1208, 0.1199, 0.1161, 0.0957, -0.0865, -0.6046, -0.0923, -0.0730, 1.1050, -0.3596, -0.0718, -0.0396, -0.0481, -0.0612, -0.1400, -0.6164, -0.0910, -0.0628, -0.0937, 0.1016, 0.0636, 0.0689, 0.1017, 0.0636, 0.0320, 0.1039, 0.0923, 0.0631, 0.0848, 0.1187, 0.1158, 0.1063, 0.0537, 0.0987, 0.0171, 0.1045, 0.0788, 0.1051, 0.0666, 0.0163, 0.0679, 0.1076, 0.0169, -0.4771, -0.0510, -0.0518, -0.5008, 0.0091, -0.0227, 0.1351, 0.1378, 0.1329, 0.1376], "mol_weight_da": 999.4, "charge": 2, "homo_ev": -13.121, "relative_energy_ev": 0.182, "total_energy_ev": -118376.370, "lumo_ev": -6.39}

---

{"formula": "C10H27CoOSe2Si3Te2", "method": "wB97M-V/def2-TZVPD", "elements": ["Co", "Se", "Te", "Te", "Se", "C", "O", "Si", "C", "C", "C", "Si", "C", "C", "C", "Si", "C", "C", "C", "H", "H", "H", "H", "H", "H", "H", "H", "H", "H", "H", "H", "H", "H", "H", "H", "H", "H", "H", "H", "H", "H", "H", "H", "H", "H", "H"], "coordinates": [[-0.374, 0.876, 0.620], [0.766, 0.638, 2.672], [-0.184, 2.562, 3.969], [0.163, 4.432, 2.005], [-0.850, 3.077, 0.131], [2.174, -1.043, -0.663], [0.849, -0.719, -0.369], [-0.389, -1.838, -0.124], [0.076, -2.901, 1.405], [-0.306, -3.089, -1.569], [-1.808, -0.604, 0.008], [-3.144, -1.090, 1.250], [-3.634, -2.933, 1.021], [-4.802, -0.137, 1.139], [-2.600, -0.856, 3.069], [-2.414, 0.036, -1.674], [-3.704, 1.457, -1.634], [-1.022, 0.694, -2.816], [-3.244, -1.373, -2.678], [2.513, -1.896, -0.068], [2.804, -0.181, -0.432], [2.285, -1.290, -1.724], [1.006, -3.445, 1.251], [-0.687, -3.638, 1.626], [0.209, -2.287, 2.290], [0.532, -3.772, -1.470], [-0.212, -2.590, -2.527], [-1.208, -3.689, -1.590], [-4.173, -3.079, 0.089], [-4.272, -3.272, 1.832], [-2.759, -3.572, 0.992], [-5.355, -0.397, 0.242], [-4.647, 0.936, 1.140], [-5.426, -0.383, 1.995], [-1.872, -1.598, 3.374], [-3.440, -0.903, 3.754], [-2.135, 0.119, 3.191], [-3.450, 2.196, -0.881], [-4.706, 1.100, -1.423], [-3.730, 1.970, -2.593], [-0.552, 1.572, -2.380], [-1.410, 0.983, -3.790], [-0.242, -0.046, -2.973], [-4.014, -1.865, -2.094], [-2.517, -2.124, -2.962], [-3.703, -0.991, -3.585]], "lowdin_spin": [2.6228, 0.1042, 0.0115, 0.0234, 0.0934, 0.0047, 0.0374, 0.0155, 0.0000, 0.0027, 0.0417, 0.0083, 0.0026, -0.0002, 0.0023, 0.0140, 0.0001, 0.0046, 0.0039, 0.0005, 0.0001, 0.0010, 0.0000, 0.0001, 0.0002, 0.0003, 0.0001, 0.0002, 0.0001, 0.0004, 0.0001, 0.0000, 0.0000, 0.0000, 0.0002, 0.0001, 0.0003, 0.0004, 0.0000, 0.0001, 0.0022, 0.0003, 0.0000, 0.0001, 0.0001, 0.0006], "mol_weight_da": 719.6, "charge": -1, "homo_ev": [-3.970, -4.069], "multiplicity": 4, "total_energy_ev": -219402.332, "lumo_ev": [2.49, 2.45]}

---

{"formula": "CH3IN2", "method": "wB97M-V/def2-TZVPD", "elements": ["C", "N", "N", "H", "H", "I", "H"], "coordinates": [[-0.437, -1.216, 0.342], [0.283, -0.593, -0.517], [-0.156, 0.037, 0.934], [-1.014, -2.034, 0.200], [-1.005, 0.663, 0.952], [1.048, -0.756, 3.652], [1.980, -0.374, 2.271]], "lowdin_charge": [-0.2739, 0.1285, -0.1119, 0.0736, 0.0804, 0.3384, -0.2350], "smiles": "C1=NN1.I", "mol_weight_da": 170.0, "homo_ev": -9.050, "relative_energy_ev": 2.416, "total_energy_ev": -12162.257, "lumo_ev": 0.52}